Here is the molecule C4H5NO in a non-equilibrium geometry from OMol25. Energies are from wB97M-V/def2-TZVPD.

## Properties
**Charge**: 0
**Molar mass**: 83.090 g mol⁻¹
**Energy above the lowest of the compared OMol25 structures with the same formula, charge and spin**: 36.40 kJ/mol
**Electronic energy**: -285.40072 hartree
**Kohn-Sham gap**: 0.4072 hartree
**Structure (SMILES)**: CC(=O)CC#N
**E_LUMO**: 0.025 Ha

```
11
Properties=species:S:1:pos:R:3:forces:R:3
C -1.364025 0.336017 -0.107766 -0.1 0.0 0.0
C -0.406087 -0.736315 0.341400 -0.1 -0.2 0.1
O -0.748731 -1.772244 0.858511 0.1 0.4 -0.2
C 1.101147 -0.499243 0.117129 0.1 -0.1 0.0
C 1.445109 0.854694 -0.314297 0.2 1.0 -0.3
N 1.672876 1.935284 -0.658161 -0.2 -1.1 0.3
H -2.389392 -0.024443 -0.016800 0.2 0.0 0.0
H -1.154821 0.638009 -1.139830 0.0 -0.1 0.1
H -1.228753 1.230334 0.512443 0.0 -0.1 -0.1
H 1.444197 -1.217512 -0.636694 -0.1 0.1 0.1
H 1.628484 -0.744579 1.044068 -0.1 0.0 -0.1
```
Forces are in eV/Å.

Here is a structure of composition C9H9MoN2O6S5Sb in a non-equilibrium geometry from OMol25. Energies are from wB97M-V/def2-TZVPD.

## Properties
**Charge**: -1
**Molar mass**: 619.214 g mol⁻¹
**Energy above the lowest of the compared OMol25 structures with the same formula, charge and spin**: 1.12 kJ/mol
**Electronic energy**: -3208.94516 hartree
**Kohn-Sham gap (spin up / spin down)**: 0.2252 / 0.2523 hartree
**E_LUMO (spin up / spin down)**: 0.047 / 0.063 Ha
**Spin multiplicity**: 2

```
33
Properties=species:S:1:pos:R:3:forces:R:3
Mo 0.939163 -0.331396 0.663456 0.3 -1.1 0.1
O -3.079397 -1.324900 -3.563834 0.1 0.0 0.2
C -1.877302 -1.239217 -4.130551 -0.3 0.2 0.0
O -1.725820 -1.403763 -5.315803 0.1 -0.1 0.0
C -0.745123 -0.875384 -3.245553 0.1 -0.1 0.2
C 0.559678 -0.711403 -3.678891 0.1 0.1 0.3
N 1.303542 -0.350337 -2.623848 -0.6 -0.1 0.1
N 0.556941 -0.299648 -1.513918 0.3 0.0 -0.2
C -0.672237 -0.636884 -1.858714 -0.3 0.4 -0.1
C -1.650811 -0.672330 -0.728226 -0.2 -0.1 -0.2
O -2.839049 -0.908169 -0.937559 0.2 0.1 0.0
O -1.130045 -0.453664 0.429124 0.1 0.3 -0.1
H -3.050904 -1.140656 -2.581299 0.0 -0.1 -0.1
H 0.983972 -0.847929 -4.656203 0.0 0.0 -0.1
H 2.322600 -0.375267 -2.537185 0.2 0.0 -0.1
S 4.056280 -2.005649 -2.548041 -0.1 0.0 0.0
Sb 3.830994 -1.786183 -0.289368 0.4 0.1 -0.1
S 3.110936 0.531200 0.022711 -0.2 0.1 -0.1
S 1.567152 -2.496550 0.508349 0.0 -0.1 0.0
C 2.733740 0.410300 3.341207 0.0 -0.1 0.0
C 1.485390 0.304789 2.530783 -0.1 0.4 0.1
O 0.572888 -0.579433 2.697433 -0.1 0.2 0.0
H 3.127338 -0.598373 3.484502 0.0 0.0 0.0
H 2.503546 0.849553 4.314182 0.0 0.0 0.0
H 3.474436 1.015846 2.822675 0.0 0.0 0.0
C -3.126523 2.017778 2.125605 0.1 0.0 0.0
O -1.749179 2.111589 1.750151 0.1 0.0 0.1
C -0.823425 1.970452 2.688868 -0.1 0.2 -0.1
S -1.073959 1.835892 4.289227 0.0 -0.1 0.0
S 0.782945 2.018382 1.935898 -0.1 -0.1 -0.1
H -3.681863 2.220206 1.213648 0.0 0.0 0.0
H -3.355867 2.742288 2.907624 0.0 0.0 0.0
H -3.330036 1.008859 2.483552 0.0 0.0 0.0
```
Forces are in eV/Å.